{"formula": "C18H62CuF3N28O16", "method": "ωB97M-V/def2-TZVPD", "symbols": ["Cu", "C", "O", "O", "C", "F", "F", "F", "C", "C", "H", "H", "H", "H", "H", "H", "C", "O", "N", "N", "H", "H", "H", "H", "C", "O", "N", "N", "H", "H", "H", "H", "C", "O", "N", "N", "H", "H", "H", "H", "C", "O", "N", "N", "H", "H", "H", "H", "C", "O", "N", "N", "H", "H", "H", "H", "C", "O", "N", "N", "H", "H", "H", "H", "C", "O", "N", "N", "H", "H", "H", "H", "C", "O", "N", "N", "H", "H", "H", "H", "C", "O", "N", "N", "H", "H", "H", "H", "C", "O", "N", "N", "H", "H", "H", "H", "C", "O", "N", "N", "H", "H", "H", "H", "C", "O", "N", "N", "H", "H", "H", "H", "C", "O", "N", "N", "H", "H", "H", "H", "C", "O", "N", "N", "H", "H", "H", "H"], "coordinates": [[-3.05, -1.21, -0.21], [0.11, -1.25, -0.95], [-0.27, 0.10, -0.69], [-0.79, -2.13, -0.35], [0.25, -1.29, -2.46], [0.86, -2.36, -2.93], [-0.84, -1.15, -3.24], [1.00, -0.30, -2.85], [-0.21, 0.41, 0.75], [0.14, 1.85, 0.71], [0.97, 2.18, 0.08], [-0.76, 2.26, 0.25], [0.14, 2.27, 1.71], [0.54, -0.07, 1.37], [-1.20, 0.33, 1.19], [1.07, -1.32, -0.45], [1.12, 1.58, 5.81], [2.08, 2.24, 6.03], [0.23, 1.35, 6.76], [0.80, 1.01, 4.72], [-0.47, 0.65, 6.55], [0.19, 1.73, 7.69], [0.03, 0.38, 4.54], [1.33, 1.43, 3.97], [4.18, -0.71, -0.58], [4.93, 0.15, -0.40], [3.51, -1.34, 0.35], [3.74, -1.17, -1.74], [3.83, -1.19, 1.30], [2.62, -1.81, 0.21], [3.23, -2.03, -1.64], [4.16, -0.83, -2.60], [3.41, 2.10, 2.18], [3.16, 0.95, 2.55], [4.00, 3.02, 2.92], [3.31, 2.58, 0.98], [4.36, 2.59, 3.77], [4.39, 3.82, 2.45], [3.30, 3.56, 0.72], [3.07, 1.91, 0.26], [-0.29, 6.39, -0.56], [-0.74, 6.46, -1.69], [-0.19, 5.24, -0.04], [-0.01, 7.38, 0.17], [-0.10, 5.31, 0.96], [-0.36, 4.41, -0.59], [-0.11, 8.26, -0.32], [0.30, 7.29, 1.13], [2.65, -4.79, -1.06], [2.39, -5.48, -2.08], [1.77, -4.15, -0.34], [3.82, -4.66, -0.60], [1.95, -3.81, 0.60], [0.79, -4.29, -0.57], [4.57, -4.91, -1.24], [3.91, -3.90, 0.06], [-1.78, -5.65, -0.08], [-2.01, -6.86, 0.05], [-1.48, -5.08, -1.23], [-1.79, -4.76, 0.81], [-1.38, -5.71, -2.02], [-1.40, -4.08, -1.11], [-1.98, -5.15, 1.73], [-1.51, -3.79, 0.84], [-0.86, 2.84, -2.57], [0.30, 3.09, -2.37], [-1.35, 1.68, -2.87], [-1.88, 3.67, -2.47], [-0.62, 0.98, -2.94], [-2.32, 1.42, -2.75], [-2.82, 3.39, -2.73], [-1.61, 4.64, -2.43], [-4.21, -0.84, -3.51], [-3.98, -1.03, -2.34], [-3.22, -1.00, -4.43], [-5.35, -0.36, -3.99], [-3.49, -1.05, -5.40], [-2.35, -1.40, -4.11], [-5.58, -0.27, -4.97], [-5.73, 0.22, -3.25], [0.84, 5.82, 3.51], [-0.08, 5.65, 2.74], [0.91, 6.71, 4.47], [1.89, 5.17, 3.57], [0.18, 7.41, 4.55], [1.82, 6.99, 4.82], [1.87, 4.35, 2.99], [2.48, 5.18, 4.38], [-4.71, 1.15, 0.31], [-3.59, 0.80, 0.56], [-5.12, 1.75, -0.75], [-5.71, 1.03, 1.11], [-4.48, 2.03, -1.48], [-6.03, 2.19, -0.78], [-5.63, 0.73, 2.07], [-6.64, 1.40, 0.97], [-2.73, -0.13, 4.55], [-2.07, -1.09, 4.42], [-2.92, 0.49, 5.66], [-3.19, 0.61, 3.58], [-3.50, 1.32, 5.75], [-2.69, 0.06, 6.54], [-3.67, 1.47, 3.79], [-2.96, 0.26, 2.66], [0.83, -4.96, -5.35], [1.14, -4.14, -6.20], [0.55, -4.55, -4.14], [0.82, -6.27, -5.46], [0.57, -3.54, -4.05], [0.81, -5.06, -3.31], [0.61, -6.89, -4.69], [1.29, -6.78, -6.19], [0.56, -3.25, 3.13], [1.41, -3.74, 2.32], [0.52, -3.44, 4.40], [-0.34, -2.42, 2.72], [1.24, -4.08, 4.72], [0.02, -2.88, 5.07], [-0.38, -2.24, 1.72], [-0.96, -1.92, 3.34], [3.25, -0.60, -5.43], [4.02, -0.55, -4.50], [3.23, -1.45, -6.50], [2.12, 0.16, -5.43], [3.97, -2.08, -6.78], [2.47, -1.33, -7.15], [1.43, 0.10, -6.17], [2.13, 0.60, -4.53]], "total_energy_ha": -5400.461986, "e_above_lowest_kcal_mol": 98.49, "homo_ev": -8.403, "gap_ev": 7.5}

---

{"formula": "C54H47F3IrN3O2S2Te", "method": "ωB97M-V/def2-TZVPD", "symbols": ["Ir", "C", "C", "C", "C", "C", "C", "C", "C", "S", "C", "N", "C", "C", "C", "C", "C", "C", "C", "C", "H", "H", "H", "H", "H", "H", "H", "H", "H", "H", "H", "H", "H", "H", "H", "H", "O", "N", "C", "C", "C", "C", "C", "S", "H", "H", "H", "H", "C", "C", "C", "C", "C", "C", "Te", "N", "C", "O", "C", "C", "C", "C", "C", "C", "C", "C", "C", "C", "C", "C", "C", "C", "C", "C", "H", "H", "H", "H", "H", "H", "H", "H", "H", "H", "H", "H", "H", "H", "H", "H", "H", "H", "H", "H", "H", "H", "H", "F", "C", "F", "F", "C", "C", "C", "C", "C", "C", "C", "C", "H", "H", "H", "H"], "coordinates": [[0.76, -1.59, -1.54], [3.70, 3.99, 2.52], [2.44, 3.53, 1.76], [2.73, 3.66, 0.26], [1.27, 4.45, 2.13], [2.05, 2.11, 2.16], [2.04, 1.75, 3.51], [1.64, 0.49, 3.93], [1.21, -0.42, 2.98], [0.61, -2.04, 3.19], [0.41, -2.16, 1.44], [0.72, -1.07, 0.80], [1.19, -0.08, 1.62], [1.63, 1.18, 1.21], [0.03, -3.35, 0.75], [-0.32, -4.54, 1.40], [-0.67, -5.65, 0.68], [-0.67, -5.59, -0.72], [-0.29, -4.43, -1.37], [0.07, -3.29, -0.65], [4.01, 4.97, 2.16], [4.52, 3.29, 2.35], [3.52, 4.06, 3.59], [3.09, 4.67, 0.05], [1.84, 3.49, -0.34], [3.50, 2.95, -0.05], [1.46, 5.48, 1.80], [1.11, 4.46, 3.21], [0.35, 4.11, 1.66], [2.37, 2.45, 4.26], [1.67, 0.22, 4.98], [1.65, 1.38, 0.15], [-0.30, -4.57, 2.49], [-0.95, -6.57, 1.18], [-0.95, -6.46, -1.30], [-0.24, -4.42, -2.45], [-0.67, -1.96, -3.25], [-0.38, -1.59, -4.48], [-1.41, -1.36, -5.32], [-1.21, -0.92, -6.60], [0.10, -0.71, -7.05], [1.14, -1.01, -6.20], [0.92, -1.49, -4.90], [2.18, -1.95, -3.85], [-2.38, -1.55, -4.89], [-2.06, -0.74, -7.24], [0.29, -0.34, -8.05], [2.17, -0.90, -6.51], [-6.25, 3.21, 4.80], [-5.35, 2.73, 3.69], [-5.81, 2.60, 2.39], [-4.98, 2.15, 1.36], [-5.56, 2.02, -0.02], [-3.65, 1.82, 1.65], [-2.35, 1.17, -0.15], [-0.69, 0.29, -1.27], [0.16, 1.01, -1.97], [1.25, 0.48, -2.37], [-0.13, 2.41, -2.45], [-0.45, 3.46, -1.60], [-0.73, 4.72, -2.11], [-0.70, 4.93, -3.48], [-0.36, 3.90, -4.33], [-0.06, 2.64, -3.82], [-3.13, -0.77, 0.11], [-3.11, -1.35, 1.37], [-3.57, -2.64, 1.56], [-4.06, -3.35, 0.48], [-4.10, -2.77, -0.77], [-3.65, -1.47, -0.98], [-3.73, -0.85, -2.35], [-3.17, 1.97, 2.95], [-1.75, 1.65, 3.33], [-4.03, 2.41, 3.96], [-7.24, 3.47, 4.42], [-5.83, 4.09, 5.29], [-6.37, 2.43, 5.56], [-6.84, 2.85, 2.16], [-6.61, 2.32, -0.03], [-5.49, 0.99, -0.38], [-5.02, 2.65, -0.74], [-0.45, 3.30, -0.52], [-0.96, 5.53, -1.43], [-0.93, 5.92, -3.88], [-0.32, 4.06, -5.40], [0.23, 1.83, -4.48], [-2.73, -0.78, 2.22], [-3.52, -3.09, 2.55], [-4.40, -4.37, 0.61], [-4.49, -3.33, -1.62], [-4.34, -1.47, -3.01], [-2.72, -0.80, -2.76], [-4.14, 0.16, -2.31], [-1.15, 1.45, 2.44], [-1.70, 0.78, 3.98], [-1.29, 2.49, 3.87], [-3.65, 2.51, 4.97], [9.08, -4.07, 2.40], [8.75, -4.41, 1.13], [8.78, -5.76, 1.09], [9.75, -3.98, 0.34], [7.42, -3.87, 0.72], [7.28, -3.03, -0.38], [6.03, -2.59, -0.76], [4.89, -2.99, -0.05], [5.04, -3.83, 1.07], [6.29, -4.26, 1.44], [3.60, -2.56, -0.47], [2.51, -2.20, -0.86], [8.16, -2.73, -0.94], [5.90, -1.96, -1.63], [4.16, -4.13, 1.61], [6.41, -4.92, 2.30]], "total_energy_ha": -3868.981878, "e_above_lowest_kcal_mol": 31.12, "homo_ev": [-4.207, -3.909], "gap_ev": [6.4, 5.2], "spin_multiplicity": 2, "s2": 0.797, "total_charge": -1}

---

{"formula": "C5H10INOS", "method": "ωB97M-V/def2-TZVPD", "symbols": ["C", "N", "S", "C", "C", "H", "H", "H", "H", "H", "C", "C", "O", "H", "H", "H", "H", "I", "H"], "coordinates": [[-0.51, -0.32, -2.45], [0.17, 0.70, -2.12], [1.19, 0.49, -0.83], [0.83, -1.39, -0.72], [-0.34, -1.60, -1.61], [-1.14, -0.17, -3.29], [0.70, -1.63, 0.32], [1.71, -2.06, -1.06], [-1.26, -1.61, -0.88], [-0.22, -2.52, -2.19], [-2.29, 1.19, 1.90], [-1.20, 2.07, 2.54], [-0.03, 1.76, 2.61], [-3.24, 1.42, 2.43], [-2.11, 1.52, 0.93], [-1.85, 0.18, 1.88], [-1.69, 2.96, 3.11], [5.82, -1.24, 0.06], [5.46, 0.24, -0.61]], "total_energy_ha": -1022.305174, "e_above_lowest_kcal_mol": 0.00, "homo_ev": -8.339, "smiles": "C1=NSCC1.CC=O.I", "gap_ev": 8.8}